No. 1
Computed, not measured: a molecular structure, C48H51ClCoN3OP2Si, with ωB97M-V/def2-TZVPD.

Calculated values
* strongest force on any atom: 1.12 eV Å⁻¹
* E_tot: -4914.2541 a.u.
* orbital gap (alpha / beta): 6.77 / 7.43 eV
* energy above the lowest of the compared OMol25 structures with the same formula, charge and spin: 20.4 kcal/mol
* HOMO (alpha / beta): -9.3 / -9.3 eV

Structure (ORCA input):
```
! RIJCOSX wB97M-V def2-TZVPD def2/J DEFGRID3
* xyz 1 2
Co -0.6352 0.9134 -0.4238
Cl -3.3351 -0.5779 0.2370
C -3.9698 -2.2109 0.3993
C -5.3085 -2.3673 0.7100
C -5.7955 -3.6526 0.8901
C -4.9417 -4.7422 0.7683
C -3.6041 -4.5494 0.4594
C -3.0864 -3.2690 0.2575
P -1.3398 -2.9007 -0.1760
C -0.7418 -4.5581 -0.6622
C 0.1555 -5.3184 0.0785
C 0.6071 -6.5404 -0.4075
C 0.1609 -7.0140 -1.6304
C -0.7394 -6.2613 -2.3760
C -1.1765 -5.0376 -1.8999
C -0.6012 -2.6601 1.4787
C 0.6728 -2.0907 1.5059
C 1.3246 -1.8726 2.7103
C 0.7021 -2.2081 3.9057
C -0.5765 -2.7496 3.8906
C -1.2278 -2.9713 2.6841
H -5.9516 -1.5041 0.8099
H -6.8401 -3.7988 1.1298
H -5.3192 -5.7455 0.9131
H -2.9456 -5.4028 0.3593
H 0.5033 -4.9667 1.0418
H 1.3069 -7.1231 0.1774
H 0.5148 -7.9647 -2.0066
H -1.0908 -6.6252 -3.3328
H -1.8695 -4.4488 -2.4926
H 1.1564 -1.8072 0.5768
H 2.3163 -1.4387 2.7109
H 1.2148 -2.0523 4.8471
H -1.0649 -3.0163 4.8200
H -2.2175 -3.4119 2.6867
N -2.3422 2.2276 -0.0743
C -2.0397 3.6320 0.1513
C -2.9916 4.4916 0.6870
C -2.6904 5.8341 0.8378
C -1.4489 6.3256 0.4436
C -0.5007 5.4643 -0.0758
C -0.7865 4.1058 -0.2050
P 0.3805 2.8771 -0.8463
C 0.5248 3.3921 -2.5830
C 1.5866 4.1168 -3.1124
C 1.5552 4.5260 -4.4397
C 0.4600 4.2357 -5.2375
C -0.6169 3.5367 -4.7067
C -0.5790 3.1140 -3.3899
C 1.9425 3.1977 -0.0034
C 1.9379 3.7395 1.2805
C 3.1260 3.8757 1.9822
C 4.3225 3.4667 1.4108
C 4.3306 2.9095 0.1404
C 3.1453 2.7665 -0.5620
H -2.8890 1.8716 0.7042
H -2.9418 2.1398 -0.8932
H -3.9656 4.1122 0.9731
H -3.4297 6.5047 1.2549
H -1.2263 7.3791 0.5453
H 0.4724 5.8378 -0.3716
H 2.4358 4.3784 -2.4975
H 2.3907 5.0801 -4.8466
H 0.4417 4.5564 -6.2705
H -1.4789 3.3140 -5.3217
H -1.4160 2.5524 -2.9887
H 1.0082 4.0642 1.7323
H 3.1169 4.3041 2.9762
H 5.2491 3.5766 1.9589
H 5.2576 2.5686 -0.3004
H 3.1568 2.2869 -1.5317
C 1.4527 -0.0055 -4.1329
Si 0.5187 -0.7240 -2.6703
C 0.8482 -2.5660 -2.6798
C -1.3153 -0.3418 -2.9441
N 0.8520 -0.0493 -1.0949
C 2.0856 -0.2065 -0.4602
C 3.2273 -0.6417 -1.1545
C 4.4455 -0.8153 -0.5158
C 4.5858 -0.5397 0.8365
C 3.4717 -0.0977 1.5375
C 2.2475 0.0535 0.9093
H 1.2264 -0.6218 -5.0089
H 2.5365 -0.0154 -4.0064
H 1.1558 1.0171 -4.3643
H 0.2295 -3.0701 -3.4273
H 0.6369 -3.0209 -1.7112
H 1.8904 -2.7720 -2.9293
H -1.5048 -0.0373 -3.9758
H -1.6936 0.4792 -2.3139
H -1.9409 -1.2053 -2.7144
H 3.1663 -0.8484 -2.2145
H 5.2961 -1.1638 -1.0889
H 5.5391 -0.6685 1.3314
H 3.5552 0.1271 2.5955
H 1.3910 0.3816 1.4756
C 0.6245 1.4026 4.1395
N -0.5558 0.5745 3.9518
C -1.1053 -0.0835 5.1262
C -1.0696 0.3678 2.7461
O -0.6516 0.9018 1.7118
H 0.4368 2.1299 4.9296
H 0.8577 1.9165 3.2117
H 1.4763 0.7823 4.4259
H -1.1442 0.6294 5.9492
H -0.4891 -0.9328 5.4204
H -2.1148 -0.4324 4.9191
H -1.9237 -0.3205 2.7295
*
```



No. 2
Computed, not measured: a molecular structure, C11H26MnO15S3, with ωB97M-V/def2-TZVPD.

Calculated values
* strongest force on any atom: 5.32 eV Å⁻¹
* E_tot: -3908.6700 a.u.
* orbital gap (alpha / beta): 5.49 / 5.49 eV
* energy above the lowest of the compared OMol25 structures with the same formula, charge and spin: 218.7 kcal/mol
* HOMO (alpha / beta): -8.1 / -8.1 eV

Structure (ORCA input):
```
! RIJCOSX wB97M-V def2-TZVPD def2/J DEFGRID3
* xyz 0 6
Mn 5.1479 18.7489 25.5866
O 8.0526 19.5037 21.6630
C 7.2566 19.2777 22.6985
O 7.4065 18.3120 23.5211
O 6.3485 20.0105 23.0328
H 7.6171 20.2729 21.2885
O 0.9394 20.8395 26.9349
C 1.9833 20.0960 26.5810
O 2.4225 20.0645 25.4415
O 2.7666 19.5788 27.3996
H 0.8064 21.4179 26.1803
O 6.2579 14.1507 29.3882
S 5.2094 15.1565 29.1647
O 5.4264 16.1537 28.1871
O 3.7317 14.3515 28.9405
C 3.6412 13.0155 29.4969
C 2.1768 12.5387 29.2580
C 4.7225 16.0605 30.6990
H 3.8013 13.1249 30.5695
H 4.3936 12.3035 29.1575
H 1.9330 12.2417 28.2379
H 1.4812 13.3379 29.5140
H 2.0547 11.6493 29.8761
H 4.6461 15.4029 31.5649
H 3.8018 16.6095 30.5016
H 5.5521 16.7459 30.8721
O 6.3440 21.4672 27.3512
S 6.4954 22.8002 28.0049
O 7.8675 23.3316 28.1975
O 5.5924 23.9064 27.1301
C 5.3750 25.2455 27.6590
C 3.8696 25.5231 27.6657
C 5.5345 22.7124 29.6195
H 5.8509 25.8306 26.8720
H 5.8111 25.3437 28.6531
H 3.3851 24.8723 28.3935
H 3.4371 25.2871 26.6934
H 3.5901 26.5679 27.8010
H 5.5892 23.6417 30.1865
H 6.0414 21.9725 30.2389
H 4.5040 22.3648 29.5453
O 3.3085 13.8870 23.1843
S 2.8138 15.2233 22.9572
O 3.4148 16.3555 23.7256
O 2.9424 15.5605 21.3379
C 2.7422 16.9058 20.9463
C 2.7070 17.1371 19.4158
C 0.9673 15.1547 23.1218
H 3.5889 17.5187 21.2556
H 1.8316 17.3136 21.3852
H 1.6593 17.2472 19.1359
H 3.1789 16.3337 18.8502
H 3.0169 18.1521 19.1670
H 0.7242 16.1825 23.3913
H 0.7603 14.4717 23.9456
H 0.4565 14.7052 22.2703
*
```



No. 3
Computed, not measured: a molecular structure, C34H54N4OP2SY, with ωB97M-V/def2-TZVPD.

Calculated values
* strongest force on any atom: 0.06 eV Å⁻¹
* E_tot: -2741.4392 a.u.
* orbital gap: 7.12 eV
* energy above the lowest of the compared OMol25 structures with the same formula, charge and spin: 4.3 kcal/mol
* HOMO: -9.2 eV

Structure (ORCA input):
```
! RIJCOSX wB97M-V def2-TZVPD def2/J DEFGRID3
* xyz 1 1
Y 0.2505 0.1857 -0.1483
C 0.3164 -2.7516 3.2796
C -0.3920 -1.5117 3.8357
C -0.0613 -1.3445 5.3214
P -0.1043 -0.0684 2.7119
C 1.3732 0.9142 3.2736
C 1.1670 1.8145 4.4875
C 2.6101 0.0267 3.4233
C -1.4846 1.0809 2.9509
C -2.2290 1.1374 4.1335
C -3.1449 2.1409 4.3909
C -3.9610 2.1675 5.6541
C -3.2625 3.1465 3.4305
C -2.5651 3.1039 2.2419
C -1.6961 2.0387 1.9325
N -1.0055 1.9349 0.7319
C -1.4620 2.6324 -0.3958
C -2.8232 2.7844 -0.7065
C -3.2427 3.4237 -1.8574
C -2.3298 3.9340 -2.7759
C -2.7770 4.6278 -4.0343
C -0.9799 3.7786 -2.4876
C -0.5230 3.1436 -1.3309
P 1.2258 2.8581 -0.8723
C 2.4266 3.0444 -2.2913
C 2.9040 1.6694 -2.7712
C 2.1255 3.9237 -3.5059
C 1.6648 4.3065 0.2068
C 0.7682 4.4167 1.4370
C 1.6702 5.6331 -0.5507
H 0.0570 -3.6269 3.8782
H 0.0465 -2.9492 2.2417
H 1.4018 -2.6357 3.3226
H -1.4727 -1.6688 3.7382
H 1.0159 -1.3186 5.4824
H -0.4846 -0.4476 5.7669
H -0.4465 -2.2050 5.8720
H 1.5484 1.5622 2.4031
H 1.0193 1.2324 5.3972
H 2.0536 2.4356 4.6358
H 0.3082 2.4744 4.3643
H 2.5753 -0.5544 4.3442
H 2.7178 -0.6648 2.5881
H 3.5078 0.6470 3.4651
H -2.0858 0.3726 4.8857
H -3.6154 1.4146 6.3621
H -3.9007 3.1409 6.1428
H -5.0150 1.9710 5.4488
H -3.9230 3.9858 3.6196
H -2.6937 3.9090 1.5315
H -3.5620 2.4015 -0.0140
H -4.3055 3.5278 -2.0461
H -3.8321 4.8928 -3.9826
H -2.2091 5.5430 -4.2045
H -2.6386 3.9898 -4.9098
H -0.2668 4.1940 -3.1831
H 3.2686 3.5000 -1.7558
H 2.1491 1.1842 -3.3969
H 3.7910 1.7813 -3.3979
H 3.1438 1.0036 -1.9425
H 1.4141 3.4353 -4.1745
H 1.7396 4.9081 -3.2515
H 3.0470 4.0664 -4.0742
H 2.6852 4.0769 0.5348
H -0.2618 4.6345 1.1479
H 0.7568 3.5108 2.0389
H 1.1174 5.2420 2.0604
H 0.6915 5.8284 -0.9962
H 1.8834 6.4480 0.1436
H 2.4243 5.6684 -1.3353
O 2.4144 -0.2436 0.1014
N 3.0658 -1.4057 0.1206
C 4.3720 -1.3662 0.4695
C 5.1216 -2.5059 0.5148
C 4.5090 -3.7207 0.1929
C 3.1842 -3.7379 -0.1611
C 2.4246 -2.5570 -0.2077
S 0.7700 -2.5190 -0.6563
H 4.7383 -0.3779 0.7002
H 6.1616 -2.4468 0.7975
H 5.0751 -4.6416 0.2208
H 2.6792 -4.6570 -0.4190
N -0.3343 0.1051 -2.5891
C -1.7378 0.0870 -3.0706
C -2.5508 -1.0541 -2.4716
C -3.0747 -0.8007 -1.0660
N -2.0214 -0.8988 -0.0284
H 0.1358 0.8870 -3.0384
H 0.1409 -0.7355 -2.9152
H -1.7510 0.0050 -4.1597
H -2.1839 1.0484 -2.8085
H -1.9734 -1.9855 -2.5007
H -3.4152 -1.2176 -3.1181
H -3.8847 -1.5001 -0.8472
H -3.4918 0.2050 -1.0150
H -1.8413 -1.8803 0.1715
H -2.3818 -0.5011 0.8383
*
```



No. 4
Computed, not measured: a molecular structure, ClH2NS, with ωB97M-V/def2-TZVPD.

Calculated values
* strongest force on any atom: 3.07 eV Å⁻¹
* E_tot: -914.1230 a.u.
* orbital gap (alpha / beta): 8.49 / 8.94 eV
* energy above the lowest of the compared OMol25 structures with the same formula, charge and spin: 108.1 kcal/mol
* HOMO (alpha / beta): -8.6 / -9.8 eV

Structure (ORCA input):
```
! RIJCOSX wB97M-V def2-TZVPD def2/J DEFGRID3
* xyz 0 1
N -0.8890 0.7945 0.6187
S -1.4997 0.1000 -0.7350
Cl -1.2187 2.3406 0.7841
H 1.4976 0.7164 0.2149
H -0.6558 -0.8489 -0.4564
*
```



No. 5
Computed, not measured: 2 unconnected molecules or ions with the total composition C8H7F3O2S, with ωB97M-V/def2-TZVPD.

Calculated values
* strongest force on any atom: 2.72 eV Å⁻¹
* E_tot: -1157.2367 a.u.
* orbital gap (alpha / beta): 7.05 / 7.36 eV
* energy above the lowest of the compared OMol25 structures with the same formula, charge and spin: 14.2 kcal/mol
* HOMO (alpha / beta): -7.3 / -7.2 eV

Structure (ORCA input):
```
! RIJCOSX wB97M-V def2-TZVPD def2/J DEFGRID3
* xyz 0 1
C -2.0745 -1.6652 -0.6410
C -0.7552 -1.2232 -0.8293
C -2.4424 -1.7018 0.6693
C -0.1199 -0.9316 0.3611
C 0.5264 2.0528 0.4915
C -0.7015 2.1962 -0.2714
C 1.1620 -0.3625 0.5798
C 2.1395 -0.3132 -0.5549
O 1.2904 2.6980 1.1107
O 1.6852 -0.4044 1.8488
F 1.6931 0.4166 -1.6008
F 2.4517 -1.5190 -1.0783
F 3.3028 0.2403 -0.1767
S -1.1725 -1.2047 1.7184
H -2.7265 -1.9493 -1.4469
H -0.2861 -1.1385 -1.7915
H -3.3816 -2.0000 1.0902
H -1.4811 1.6105 0.2151
H -0.5516 1.7748 -1.2647
H -1.0098 3.2421 -0.3450
H 2.4517 0.1823 1.9156
*
```